(1)
Here is a molecular structure, C4H8S2 from OMol25. Energies are from wB97M-V/def2-TZVPD.

Properties
E_LUMO	0.15	eV
HOMO level	-8.8470	eV
charge	0

Geometry as XYZ:
```
14
Properties=species:S:1:pos:R:3:forces:R:3
C -0.29239 -0.68094 -1.30106 -0.8 -2.3 -1.0
C -0.17069 0.35595 -0.20933 0.0 -1.1 -1.4
C 0.20518 -0.45895 1.02573 2.0 4.7 1.1
C 0.67133 1.47108 -0.58934 -1.6 1.6 -0.6
H -0.56669 -0.31734 -2.40583 1.1 -0.7 2.6
H -1.15975 -1.58922 -1.02741 2.8 2.6 -0.9
H 0.87346 -1.06385 -1.07125 -3.2 0.0 -2.0
H 1.30682 -0.88582 0.72813 -2.8 0.3 1.6
H 0.19723 0.47832 1.86006 0.9 -2.9 -1.8
H -0.89949 -1.46971 3.01965 -1.2 0.2 -3.9
H 1.27818 1.73709 0.20057 1.8 0.9 1.2
H 0.94092 1.83827 -1.60945 -0.4 -0.8 0.9
S -1.29211 -1.30827 1.35137 0.8 -1.9 5.1
S -1.09201 1.89338 0.02813 0.7 -0.5 -0.8
```
Positions in Å, forces in eV/Å.

(2)
Here is C4H8S2 in the gas phase from OMol25. Energies are from wB97M-V/def2-TZVPD.

Properties
SMILES string	CCSC(C)=S
E_LUMO	-0.01	eV
HOMO level	-8.5635	eV
charge	0

Geometry as XYZ:
```
14
Properties=species:S:1:pos:R:3:forces:R:3
C 2.96056 0.11973 0.08144 0.9 2.4 2.1
C 1.53615 0.47792 -0.10580 -0.9 -1.2 -0.4
C -1.09478 -0.19896 -0.00171 0.5 0.9 0.3
C -2.23436 -1.18256 0.06418 1.5 -0.5 -1.1
H 3.34836 -0.59306 -0.58018 0.7 -0.5 -1.5
H 3.49390 1.12360 0.14891 0.0 -1.4 -0.7
H 3.16031 -0.29769 1.06422 -0.3 -0.2 0.3
H 1.32404 1.05381 -1.00028 0.0 -0.2 -0.3
H 1.08295 1.02471 0.68369 0.3 0.9 0.9
H -1.70172 -2.07536 -0.28568 -0.9 -0.5 0.2
H -2.61170 -1.33511 1.05626 -0.1 0.1 0.5
H -3.03686 -0.95501 -0.62897 0.0 0.2 0.0
S 0.50388 -1.01511 -0.05252 -1.2 0.9 -0.4
S -1.25793 1.43744 0.00960 -0.4 -0.8 -0.1
```
Positions in Å, forces in eV/Å.

(3)
Here is C4H8S4 in the gas phase from OMol25. Energies are from wB97M-V/def2-TZVPD.

Properties
E_LUMO	-0.24	eV
HOMO level	-8.7099	eV
charge	0

Geometry as XYZ:
```
16
Properties=species:S:1:pos:R:3:forces:R:3
C -2.53507 -1.75874 0.00336 -3.0 -0.8 2.6
C -1.54998 0.93858 -0.51784 1.2 -0.8 1.1
C 0.98709 1.17272 0.22363 2.5 2.1 0.3
C 2.36374 0.59863 0.54654 -0.5 -1.6 0.4
H -1.92272 -2.34054 -0.61543 1.2 -0.3 -1.0
H -3.49573 -2.52398 0.14413 1.8 2.7 -0.8
H -2.15838 -1.78365 1.09326 -0.3 0.7 -1.9
H 0.69325 1.74113 1.15376 -0.3 -0.4 -1.3
H 1.30663 1.85535 -0.66082 -1.6 -0.8 1.4
H 2.21621 -0.26782 1.28433 0.9 1.5 -0.6
H 3.04232 1.44729 0.83299 -0.5 -1.2 0.1
H 2.66061 -1.44546 -1.09960 0.2 2.0 0.6
S -2.98003 -0.00818 -0.70943 -0.3 -1.9 0.7
S -1.54720 2.58203 -0.45642 -0.2 -1.2 -0.5
S -0.07805 -0.15432 -0.18190 -1.8 1.7 -0.5
S 2.99732 -0.05303 -1.04057 0.7 -1.7 -0.5
```
Positions in Å, forces in eV/Å.

(4)
Here is C4H8S5 in the gas phase from OMol25. Energies are from wB97M-V/def2-TZVPD.

Properties
SMILES string	SC(S)(S)SC[C@@H]1CS1
E_LUMO	0.37	eV
HOMO level	-8.8919	eV
charge	0

Geometry as XYZ:
```
17
Properties=species:S:1:pos:R:3:forces:R:3
C -2.57932 -0.96361 -0.60735 -1.1 -1.8 0.8
C -2.21212 -0.43422 0.69737 3.2 1.3 1.5
C -0.92142 0.44592 0.74962 1.0 0.5 0.7
C 1.96372 0.08507 0.09171 -1.0 -0.8 -0.1
S -3.65443 0.35684 0.03546 -0.9 -0.4 0.3
S 2.31611 1.64422 0.95402 0.1 -0.3 0.9
S 1.55224 0.43918 -1.64833 2.1 0.8 0.3
S 3.37838 -1.13372 0.15982 -0.4 0.7 0.3
S 0.52148 -0.78708 0.90829 0.0 0.9 -0.5
H -2.05031 -0.56940 -1.40636 1.2 0.3 -1.4
H -2.87189 -2.03227 -0.72656 -0.3 1.1 0.2
H -2.09457 -0.95076 1.70951 -1.4 0.0 -1.7
H -0.95832 0.99467 1.71510 0.1 -0.3 -0.5
H -0.61348 1.24111 -0.00238 -1.0 -1.3 0.3
H 2.42189 2.45961 -0.08619 0.1 0.0 -0.4
H 2.84536 1.06660 -1.66276 -1.8 -0.8 -0.8
H 2.95666 -1.86215 -0.88096 -0.1 0.0 0.0
```
Positions in Å, forces in eV/Å.

(5)
Here is a molecular structure, C4H8Si from OMol25. Energies are from wB97M-V/def2-TZVPD.

Properties
E_LUMO	1.02	eV
HOMO level	-9.4517	eV
charge	0

Geometry as XYZ:
```
13
Properties=species:S:1:pos:R:3:forces:R:3
C 1.35901 0.16895 1.19611 -1.8 0.2 -2.2
C 1.27244 -0.38919 -0.00485 -0.9 -0.4 1.7
C -0.09082 0.30185 1.49876 -1.3 -1.1 -0.4
C -0.21700 -0.68512 -0.19643 1.1 3.4 2.9
Si -1.10189 0.28511 -1.55470 -0.8 -2.3 -1.7
H 2.21691 0.61258 1.56902 1.4 0.6 1.4
H 2.12348 -0.73830 -0.47038 1.5 -0.7 -1.9
H -0.44989 -0.28773 2.38374 0.2 0.3 -0.9
H -0.53450 1.32631 1.60350 0.3 -0.8 -0.6
H -0.44949 -1.68511 0.06950 -0.6 -0.9 -0.1
H 0.01908 0.76148 -2.51213 -1.0 0.3 0.9
H -2.24591 1.15320 -1.05196 0.9 0.0 -0.3
H -1.90141 -0.82403 -2.53020 1.0 1.5 1.3
```
Positions in Å, forces in eV/Å.

(6)
Here is C4H9BO in the gas phase from OMol25. Energies are from wB97M-V/def2-TZVPD.

Properties
SMILES string	CB(O)C1CC1
E_LUMO	0.52	eV
HOMO level	-9.9698	eV
charge	0

Geometry as XYZ:
```
15
Properties=species:S:1:pos:R:3:forces:R:3
B -0.15655 -0.31320 0.80653 0.6 0.8 -1.3
C -0.87968 0.14104 -1.77882 2.5 -0.1 -1.6
C -0.28381 1.40418 -1.36465 -1.7 -2.4 2.0
C 0.14247 0.12735 -0.66351 2.5 -0.7 -1.5
C 0.98328 -0.89524 1.71835 -3.2 0.2 2.9
O -1.41773 0.04674 1.16167 -0.9 -0.2 3.2
H -1.82168 -0.00141 -1.42102 -2.7 -0.7 0.2
H -0.50873 -0.23852 -2.75288 -0.9 0.0 0.8
H 0.42366 1.82917 -1.90589 2.9 2.0 -2.4
H -0.84743 1.99215 -0.76168 -1.7 2.0 1.4
H 1.13489 -0.05111 -1.16913 -0.8 -0.6 1.3
H 1.08182 -0.11261 2.53464 0.9 -0.4 -1.2
H 1.79883 -1.19457 1.13437 1.5 -0.2 -0.2
H 0.60283 -1.70713 2.42624 0.5 0.4 -1.3
H -1.58954 -0.03032 2.16318 0.3 0.0 -2.4
```
Positions in Å, forces in eV/Å.

(7)
Here is C4H9BOS in the gas phase from OMol25. Energies are from wB97M-V/def2-TZVPD.

Properties
E_LUMO (spin up / spin down)	-0.99 / -0.85	eV
HOMO level (spin up / spin down)	-7.2502 / -7.7094	eV
charge	0

Geometry as XYZ:
```
16
Properties=species:S:1:pos:R:3:forces:R:3
B -1.27530 -0.26151 -0.17303 2.0 1.9 -2.4
C 1.52305 -1.03945 0.80693 1.3 1.3 1.4
C 0.66481 -2.30523 0.59308 2.5 2.0 -2.3
C -0.75763 2.23494 -0.25265 2.5 0.1 -5.3
C -1.38464 1.02371 -1.04012 -1.5 0.4 -1.0
O 1.58676 -0.20902 -0.19611 -2.1 1.3 -2.4
S -1.10567 -1.76790 0.45231 -0.6 -2.1 0.8
H 1.26705 -0.37274 1.72938 -0.2 -1.8 -0.3
H 2.62714 -1.28414 0.91686 -0.8 -1.2 0.7
H 1.13175 -2.89565 -0.26809 -1.5 1.1 0.5
H 0.80391 -2.90760 1.39926 -0.5 -1.9 2.7
H 0.40313 2.03078 -0.22734 -2.3 0.7 0.0
H -1.07655 3.12667 -0.93021 1.2 -1.1 1.3
H -1.12299 2.44829 0.66808 -1.2 0.1 2.9
H -2.47226 1.35090 -1.41665 2.1 -1.1 1.1
H -0.81256 0.82795 -2.06170 -0.9 0.2 2.3
```
Positions in Å, forces in eV/Å.

(8)
Here is a molecular structure, C4H9Br2 from OMol25. Energies are from wB97M-V/def2-TZVPD.

Properties
E_LUMO (spin up / spin down)	0.82 / -2.70	eV
HOMO level (spin up / spin down)	-9.8533 / -10.2298	eV
multiplicity	2
charge	0
⟨S²⟩	0.75

Geometry as XYZ:
```
15
Properties=species:S:1:pos:R:3:forces:R:3
H 0.54077 -0.20370 -1.19567 -0.1 0.6 0.7
Br 1.05567 -0.97600 -2.63591 0.5 -0.5 -1.2
C -1.31927 0.57032 -0.33335 -0.1 0.0 -0.6
C 0.07037 -0.02619 -0.15482 -0.8 0.3 1.7
C -0.00849 -1.39334 0.52507 0.3 -0.2 -0.2
C 0.94318 0.92318 0.66853 0.3 -0.4 -0.1
Br 1.66995 2.38834 -0.37789 0.0 0.1 -0.1
H -1.28157 1.63349 -0.59696 0.0 -0.2 0.0
H -1.86186 0.03868 -1.12414 0.0 0.1 0.2
H -1.89202 0.47239 0.59855 0.2 0.0 -0.1
H 0.99800 -1.77106 0.74156 -0.2 0.0 0.0
H -0.57540 -1.34228 1.46548 0.1 0.1 -0.2
H -0.48544 -2.11991 -0.14208 -0.1 0.1 0.2
H 0.34224 1.39942 1.45184 0.2 -0.2 -0.1
H 1.80388 0.40665 1.10979 -0.3 0.2 -0.1
```
Positions in Å, forces in eV/Å.

(9)
Here is a gas-phase ion, C4H9BrN (charge +1) from OMol25. Energies are from wB97M-V/def2-TZVPD.

Properties
E_LUMO (spin up / spin down)	-4.72 / -4.54	eV
HOMO level (spin up / spin down)	-12.6838 / -13.3817	eV
charge	+1

Geometry as XYZ:
```
15
Properties=species:S:1:pos:R:3:forces:R:3
C -0.50841 0.41590 1.35049 -1.0 1.5 -0.4
C 0.09369 1.83561 1.08197 1.4 -3.6 0.1
C 0.03367 0.28350 -0.94580 0.0 0.8 0.5
C 0.98880 -0.86851 -1.10886 1.6 1.8 0.7
N -1.06561 0.01296 0.06020 -0.4 -0.6 -3.2
Br -0.83127 3.35948 0.74923 -0.2 0.0 0.1
H 0.19579 -0.38889 1.56714 0.3 0.7 0.5
H -1.29643 0.51609 2.07073 -0.4 -0.5 0.7
H 1.09738 1.74809 1.48480 0.1 1.4 -0.2
H -0.42758 0.93841 -1.68255 1.0 -0.3 -0.4
H 1.35648 -0.97387 -2.14655 -0.8 -0.7 0.5
H 0.60702 -1.65541 -0.49176 -0.7 -1.5 -0.8
H 1.96603 -0.83044 -0.51981 -0.8 1.0 -0.6
H -1.21502 -0.99283 -0.18598 -0.7 0.6 1.4
H -1.87521 0.57013 -0.31338 0.6 -0.7 1.1
```
Positions in Å, forces in eV/Å.

(10)
Here is a molecular structure, C4H9BrO2 from OMol25. Energies are from wB97M-V/def2-TZVPD.

Properties
E_LUMO	0.62	eV
HOMO level	-8.5245	eV
charge	0

Geometry as XYZ:
```
16
Properties=species:S:1:pos:R:3:forces:R:3
C 0.30345 -1.73537 0.15017 1.7 -2.7 -2.1
C -1.52066 0.51196 -0.24876 -0.2 -0.5 1.6
C 0.98855 -0.58901 -0.52806 -1.3 2.5 -0.2
C -0.13543 1.03112 0.03101 1.8 -3.7 -0.8
O 0.21504 2.09742 -0.69204 2.2 1.3 0.3
O 0.35148 1.04356 1.33159 0.0 0.0 -0.1
Br 2.73490 -0.10137 0.13942 0.3 -0.2 0.1
H -0.37011 -2.17603 -0.64741 0.2 0.5 1.2
H 1.06444 -2.60402 0.29664 -1.2 1.4 0.2
H -0.19707 -1.48617 1.05756 -0.2 0.0 0.6
H -1.78401 -0.13764 0.63813 0.1 0.4 -1.3
H -2.30299 1.24522 -0.34003 -0.1 0.8 0.2
H -1.52957 -0.02836 -1.18223 0.0 -0.4 -0.1
H 1.18373 -0.77181 -1.63309 -0.7 0.6 1.4
H 1.17950 2.31598 -0.42729 -2.1 -0.5 -0.7
H -0.18125 1.38451 2.05439 -0.6 0.2 -0.4
```
Positions in Å, forces in eV/Å.

no.,E (a.u.)
1,-953.41358
2,-953.55353
3,-1749.87880
4,-2148.06566
5,-446.54975
6,-257.89225
7,-655.92231
8,-5305.78361
9,-2786.15618
10,-2882.23160